(1)
ORCA calculation (ωB97M-V/def2-TZVPD) on a single C5H12OSi molecule in a non-equilibrium geometry.

Each line ends with the Mulliken charge.
Element x y z (Å)
C 0.38205 -3.21232 -0.33366  -1.009
C 0.48975 -1.73717 -0.84148  -0.118
O 0.28355 -0.89866 0.23873  -0.293
Si -0.66854 0.53522 0.32459  0.284
C -2.51633 0.39567 0.11531  -1.156
C 0.36057 2.23057 -0.25968  -0.729
C 0.25359 1.95371 1.32198  -0.562
H 0.47391 -3.07217 0.78582  0.261
H -0.60394 -3.68271 -0.40170  0.310
H 1.22366 -3.76243 -0.77705  0.297
H -0.26396 -1.53785 -1.61086  0.314
H 1.62920 -1.67607 -1.14089  0.204
H -2.75306 0.70346 -0.93200  0.353
H -3.07557 -0.48461 0.25845  0.372
H -3.04494 1.17614 0.62406  0.393
H -0.31764 3.03432 -0.63532  0.231
H 1.39680 2.42091 -0.59029  0.294
H 1.22047 1.96544 1.92684  0.284
H -0.48145 2.52142 1.88064  0.269

Properties
* HOMO energy: -8.1 eV
* spin multiplicity: 1
* gap between HOMO and LUMO: 0.328 Ha
* molar mass: 116.24 g mol⁻¹
* energy relative to the best compared isomer or geometry (same formula, charge and spin): 210.6 kJ/mol
* net charge: 0
* SMILES: CCO[Si]1(C)CC1

---

(2)
ORCA calculation (ωB97M-V/def2-TZVPD) on 2 unconnected molecules or ions with the total composition CF3NO in a non-equilibrium geometry.

Each line ends with the Mulliken charge.
Element x y z (Å)
C 0.39351 -0.45214 -1.09685  0.664
N -0.63546 1.27179 1.69599  0.031
O -0.59593 -0.11448 -1.60490  -0.335
F 1.61750 -0.04335 -1.37988  -0.169
F 0.53529 -1.46696 -0.29129  -0.165
F -1.31489 0.80515 2.67694  -0.027

Properties
* HOMO energy (spin up / spin down): -10.8 / -10.8 eV
* spin multiplicity: 1
* gap between HOMO and LUMO (spin up / spin down): 0.363 / 0.363 Ha
* molar mass: 99.01 g mol⁻¹
* energy relative to the best compared isomer or geometry (same formula, charge and spin): 76.2 kJ/mol
* net charge: 0

---

(3)
ORCA calculation (ωB97M-V/def2-TZVPD) on a molecular structure, C6H19O7Tl in a non-equilibrium geometry.

Each line ends with the Mulliken charge.
Element x y z (Å)
Tl -15.29837 -4.60178 3.13304  0.694
O -14.44527 -3.46147 1.75924  -0.923
H -14.83677 -2.70702 1.27752  0.082
C -15.13562 0.71699 0.85177  -0.482
C -16.14411 -0.37959 0.40302  0.104
O -15.91512 -0.91372 -0.86576  -0.549
O -13.83310 0.14856 1.06737  -0.443
H -15.50813 1.28726 1.70273  0.402
H -15.03457 1.35489 -0.02629  0.302
H -17.17500 -0.05533 0.54520  0.445
H -16.13121 -1.26875 1.03337  0.046
H -15.14175 -1.48090 -0.90823  0.176
H -13.84702 -0.20836 1.95844  0.284
C -14.81657 -4.17067 -0.80664  -0.741
C -15.48169 -2.76413 -0.64854  -0.782
O -16.35829 -2.49901 -1.79406  -0.420
O -13.70585 -4.36495 0.08530  -0.585
H -14.37675 -4.20697 -1.80331  0.411
H -15.58033 -4.94011 -0.69382  0.315
H -14.68911 -2.02991 -0.50416  0.880
H -16.18137 -2.86130 0.18158  0.688
H -16.06146 -1.71191 -2.25663  0.421
H -13.86189 -3.95276 0.93815  0.759
C -11.98191 -3.63111 1.67967  -0.214
C -11.29867 -4.64071 2.65421  -0.365
O -10.61218 -3.94962 3.63405  -0.442
O -12.89769 -2.69303 2.34315  -0.353
H -12.50346 -4.21859 0.92406  0.286
H -11.31587 -3.08540 1.01132  0.463
H -10.63072 -5.28636 2.08404  0.356
H -11.93398 -5.36433 3.16494  0.232
H -10.14507 -3.17417 3.31452  0.355
H -13.63574 -2.66138 1.73005  0.599

Properties
* HOMO energy: -16.4 eV
* spin multiplicity: 1
* gap between HOMO and LUMO: 0.117 Ha
* molar mass: 407.59 g mol⁻¹
* energy relative to the best compared isomer or geometry (same formula, charge and spin): 1338.7 kJ/mol
* net charge: +2

---

(4)
ORCA calculation (ωB97M-V/def2-TZVPD) on 2 unconnected molecules or ions with the total composition H2NP2 in a non-equilibrium geometry.

Each line ends with the Mulliken charge.
Element x y z (Å)
N 0.53161 -0.73465 -0.59250  -0.336
P -1.93480 -0.71045 0.21392  0.573
P 1.78958 -0.25609 0.04512  0.384
H -2.20967 0.50768 -0.36516  0.167
H 1.82329 1.19352 0.69862  0.211

Properties
* HOMO energy (spin up / spin down): -14.9 / -15.4 eV
* spin multiplicity: 1
* gap between HOMO and LUMO (spin up / spin down): 0.274 / 0.260 Ha
* molar mass: 77.97 g mol⁻¹
* energy relative to the best compared isomer or geometry (same formula, charge and spin): 414.2 kJ/mol
* net charge: +1

---

(5)
ORCA calculation (ωB97M-V/def2-TZVPD) on a single C3H3ClO2 molecule in a non-equilibrium geometry.

Each line ends with the Mulliken charge.
Element x y z (Å)
C 1.60211 0.99146 -0.05961  -0.772
C 0.28553 0.60776 0.02551  0.583
Cl -1.08943 1.63896 -0.00045  -0.163
O -0.12323 -0.66492 -0.04908  -0.271
C -1.31795 -1.37762 -0.04806  0.086
O -2.42527 -1.02916 0.00952  -0.357
H 1.77072 2.02077 0.04007  0.304
H 2.45791 0.29858 0.20870  0.250
H -1.16039 -2.48583 -0.12659  0.340

Properties
* HOMO energy: -9.5 eV
* spin multiplicity: 1
* gap between HOMO and LUMO: 0.377 Ha
* molar mass: 106.51 g mol⁻¹
* energy relative to the best compared isomer or geometry (same formula, charge and spin): 143.4 kJ/mol
* net charge: 0
* SMILES: C=C(Cl)OC=O

---

(6)
ORCA calculation (ωB97M-V/def2-TZVPD) on a molecular structure, C46H33F11N7O3Ta in a non-equilibrium geometry.

Each line ends with the Mulliken charge.
Element x y z (Å)
Ta -0.39442 -0.13406 -0.34587  2.370
C -1.70788 -0.68654 -4.77623  -1.194
C -2.91302 -1.35688 -4.81251  -1.106
C -3.48993 -1.71609 -3.61360  -1.090
C -2.87545 -1.37067 -2.42100  1.458
N -1.71715 -0.70172 -2.37084  0.294
C -1.15246 -0.40064 -3.54923  -0.881
C -3.45211 -1.74516 -1.12993  0.001
C -4.70749 -2.32106 -1.03247  -1.036
C -5.17957 -2.69446 0.20848  -1.548
C -4.40055 -2.41786 1.31124  -1.307
C -3.18624 -1.77515 1.13348  0.414
N -2.68271 -1.48824 -0.07463  1.261
C -2.36708 -1.35544 2.27448  0.429
C -2.78525 -1.43951 3.59462  -0.863
C -1.89924 -1.09075 4.59462  -1.523
C -0.62294 -0.68219 4.24071  -0.961
C -0.30909 -0.58190 2.90203  -0.231
N -1.17480 -0.89430 1.92694  1.255
H -1.19133 -0.39499 -5.68004  0.566
H -3.38627 -1.61587 -5.75039  0.492
H -4.40923 -2.27973 -3.61775  0.459
H -0.19793 0.06399 -3.51942  1.221
H -5.31869 -2.47520 -1.90699  0.531
H -6.14136 -3.17842 0.31341  0.525
H -4.73707 -2.69182 2.29955  0.543
H -3.78612 -1.75671 3.84616  0.554
H -2.19724 -1.15086 5.63326  0.538
H 0.11770 -0.43240 4.98790  0.625
H 0.65524 -0.23853 2.56724  0.054
C 3.01308 0.42750 2.68734  -1.135
N 2.39018 0.40919 1.36605  1.056
C 3.02414 -0.54622 0.48267  -1.309
C 2.23328 -1.83306 0.55854  -1.382
N 0.78534 -1.67406 0.23885  1.862
C 0.10908 -2.93838 0.33063  -0.584
C -0.47124 -3.51861 -0.79552  -0.020
F -0.35047 -2.93418 -1.99290  -0.392
C -1.15483 -4.71824 -0.76064  0.541
F -1.70367 -5.20477 -1.86851  -0.341
C -1.26339 -5.40363 0.43386  0.612
F -1.92730 -6.54398 0.49412  -0.296
C -0.66611 -4.88292 1.56724  0.405
F -0.76302 -5.52653 2.72180  -0.316
C 0.01040 -3.68022 1.50438  0.020
F 0.53342 -3.21202 2.64130  -0.386
C 2.12801 1.73773 0.83834  -1.182
C 0.83651 2.21992 1.45178  -1.037
N -0.35524 1.41989 1.07237  0.953
C -1.56140 1.95485 1.55388  0.699
C -2.74303 1.70108 0.89112  -0.486
F -2.63515 0.95821 -0.24350  0.066
C -3.99954 2.11542 1.26783  0.010
F -5.05918 1.76879 0.54301  -0.315
C -4.12649 2.88542 2.40377  0.708
F -5.31274 3.30006 2.81607  -0.296
C -2.97903 3.18832 3.11430  0.157
F -3.07222 3.90162 4.22648  -0.282
C -1.73552 2.72926 2.71066  -0.002
F -0.71561 3.02714 3.52478  -0.379
H 4.03872 0.81371 2.63826  0.346
H 3.04629 -0.58118 3.10172  0.323
H 2.44778 1.05097 3.37926  0.335
H 4.07181 -0.74296 0.73857  0.498
H 3.00678 -0.15624 -0.52391  -0.121
H 2.28615 -2.22431 1.57658  0.481
H 2.67136 -2.58734 -0.10322  0.664
H 2.04732 1.68765 -0.25121  -0.476
H 2.92390 2.45734 1.07201  0.694
H 0.66646 3.26347 1.16804  0.689
H 0.96331 2.19941 2.52944  0.322
C 3.97822 4.17607 -5.37652  -1.319
C 3.23742 2.96433 -5.92071  -0.341
C 4.05352 2.10763 -6.87059  -0.994
C 5.22102 1.45966 -6.14528  -1.218
C 4.71583 0.66628 -4.96769  0.771
C 5.41595 -0.41010 -4.48406  -0.625
C 4.91970 -1.16258 -3.41864  -0.252
F 5.64536 -2.19276 -2.98714  -0.337
C 3.72546 -0.88689 -2.82702  -0.923
C 2.99529 0.22437 -3.27921  0.534
C 1.74438 0.57954 -2.64559  0.714
O 1.28719 -0.21045 -1.72203  -0.754
C 1.13326 1.75612 -3.08011  0.416
C 1.65956 2.46382 -4.15018  -0.294
N 2.76204 2.11226 -4.77440  0.035
C 3.49336 0.99840 -4.34253  -0.210
C -0.14253 2.19567 -2.50522  -0.042
O -0.82321 3.09665 -2.89864  -0.654
O -0.44744 1.46938 -1.42031  -0.480
H 4.34662 4.78060 -6.20528  0.399
H 4.82666 3.88434 -4.75590  0.380
H 3.31894 4.80124 -4.77251  0.413
H 2.33346 3.29254 -6.43186  0.493
H 4.39655 2.73161 -7.69429  0.410
H 3.41265 1.33008 -7.29435  0.379
H 5.92831 2.21833 -5.80219  0.371
H 5.77158 0.80160 -6.81549  0.510
H 6.36006 -0.69562 -4.93231  0.569
H 3.34359 -1.50958 -2.03314  0.748
H 1.14068 3.34408 -4.51198  0.752

Properties
* HOMO energy: -12.8 eV
* spin multiplicity: 1
* gap between HOMO and LUMO: 0.240 Ha
* molar mass: 1121.74 g mol⁻¹
* net charge: +2

---

(7)
ORCA calculation (ωB97M-V/def2-TZVPD) on a molecular structure, C2H16CdO7 in a non-equilibrium geometry.

Each line ends with the Mulliken charge.
Element x y z (Å)
Cd -26.46291 -2.05737 26.53164  1.199
C -26.88616 -2.42551 22.85587  -0.724
C -25.97718 -3.42651 23.55527  -0.544
O -25.73577 -3.28115 24.90736  -0.738
H -26.96273 -2.66646 21.79137  0.408
H -26.53879 -1.38884 22.92687  0.145
H -27.91006 -2.47938 23.23606  0.092
H -25.02110 -3.54622 23.01828  0.325
H -26.42268 -4.42583 23.36469  0.348
O -27.29572 -3.51056 27.67671  -0.929
H -27.29016 -3.32199 28.61035  0.156
O -24.64110 -2.30722 27.63977  -0.375
H -23.80378 -1.82924 27.56448  0.240
H -24.47348 -3.02389 28.26821  0.267
O -28.45244 -4.62056 25.51970  -0.712
H -27.67621 -4.59661 24.94444  0.265
H -28.08022 -4.44848 26.41392  0.409
O -28.29804 -1.23873 25.57405  -0.541
H -28.98788 -1.92499 25.51299  0.321
H -28.58799 -0.52810 24.98893  0.248
O -25.45850 -0.24319 25.58982  -0.457
H -24.51499 -0.06680 25.48622  0.261
H -25.89826 0.44527 25.07563  0.239
O -26.96960 -0.59303 28.25453  -0.432
H -27.33915 0.29934 28.21941  0.254
H -26.51173 -0.64291 29.10349  0.277

Properties
* HOMO energy: -7.0 eV
* spin multiplicity: 1
* gap between HOMO and LUMO: 0.238 Ha
* molar mass: 264.56 g mol⁻¹
* energy relative to the best compared isomer or geometry (same formula, charge and spin): 14.3 kJ/mol
* net charge: 0

---

(8)
ORCA calculation (ωB97M-V/def2-TZVPD) on a molecular structure, C3H4ORu in a non-equilibrium geometry.

Each line ends with the Mulliken charge.
Element x y z (Å)
C -0.48081 -0.99574 -0.08532  -0.276
C 0.84663 -0.49185 -0.60019  -0.076
C 0.00118 0.51005 -0.01338  0.589
O -0.01154 1.46847 0.75037  -0.491
Ru -1.24208 2.65577 1.46827  1.823
H -0.49435 -1.60967 0.81866  0.348
H -1.32465 -1.11473 -0.77015  0.361
H 1.77118 -0.77830 -0.09342  0.383
H 0.93443 0.35600 -1.47486  0.338

Properties
* HOMO energy (spin up / spin down): -26.2 / -27.2 eV
* spin multiplicity: 6
* gap between HOMO and LUMO (spin up / spin down): 0.345 / 0.287 Ha
* molar mass: 157.13 g mol⁻¹
* net charge: +3